Run i
Density functional theory data (wB97M-V/def2-TZVPD) for a 4-piece molecular cluster, C2H12NO3 overall.

Last column: Mulliken charge in e.
CARTESIAN COORDINATES (ANGSTROEM)
C: -0.56 -2.05 0.66  -0.911
C: 1.32 -0.57 1.04  -0.233
N: 0.35 -0.95 0.30  0.200
H: -1.49 -1.96 0.12  0.288
H: -0.02 -2.99 0.53  0.359
H: -0.75 -1.93 1.71  0.393
H: 1.71 -1.30 1.74  0.345
H: 1.76 0.41 0.87  0.309
H: 0.23 -0.47 -0.61  0.286
H: -1.27 3.03 1.14  0.277
H: -0.91 1.92 2.07  0.306
O: -0.82 2.18 1.14  -0.607
H: -0.23 0.27 -2.47  0.322
H: -1.20 -0.84 -2.92  0.317
O: -0.89 -0.36 -2.14  -0.679
H: 1.47 2.16 -1.59  0.303
H: 0.33 1.94 -0.52  0.387
O: 0.99 1.51 -1.08  -0.661

The value obtained for the HOMO energy is -15.503 eV. The calculation puts the frontier orbital gap at 10.98 eV. Its total charge is +1.

Run ii
Density functional theory data (wB97M-V/def2-TZVPD) for C2H12NO3 as an isolated structure.

Last column: Mulliken charge in e.
CARTESIAN COORDINATES (ANGSTROEM)
C: 0.17 -0.78 -1.93  -0.848
C: -0.64 -1.38 0.22  -0.171
N: 0.54 -1.22 -0.53  -0.185
H: -0.28 0.21 -1.86  0.396
H: 1.11 -0.61 -2.45  0.335
H: -0.48 -1.49 -2.44  0.343
H: -1.04 -2.38 0.41  0.374
H: -0.49 -0.91 1.22  0.330
H: 1.09 -2.09 -0.61  0.305
H: -1.24 -0.32 0.00  0.346
H: -3.17 0.04 0.15  0.322
O: -2.26 0.19 -0.17  -0.570
H: 3.55 0.57 3.31  0.323
H: 3.84 0.87 1.81  0.325
O: 3.18 0.54 2.42  -0.645
H: -1.52 2.16 0.21  0.302
H: -1.45 3.70 0.11  0.332
O: -0.91 2.90 0.16  -0.612

The value obtained for the HOMO energy is -14.109 eV. The calculation puts the frontier orbital gap at 5.31 eV. Its total charge is +1.

Relative stability in hartree, measured from the most stable structure: run i 0.0000; run ii 0.2408

Run i
Density functional theory data (wB97M-V/def2-TZVPD) for one molecule with the formula C4H11NO.

Last column: Mulliken charge in e.
CARTESIAN COORDINATES (ANGSTROEM)
C: -0.29 1.13 -0.49  -0.789
N: 0.75 0.42 -1.18  -0.251
C: 1.78 -0.24 -0.46  -0.332
O: 1.56 -1.68 -0.27  -0.563
C: -1.44 0.29 0.14  -0.347
C: -0.97 -0.43 1.41  -1.019
H: -0.76 1.83 -1.18  0.377
H: 0.14 1.74 0.30  0.346
H: 0.56 0.02 -2.07  0.218
H: 2.74 -0.21 -0.94  0.289
H: 1.82 0.17 0.55  0.242
H: 0.71 -1.87 -0.67  0.313
H: -2.18 1.04 0.33  0.352
H: -1.87 -0.36 -0.60  0.293
H: -1.83 -0.72 2.02  0.337
H: -0.29 0.20 2.00  0.258
H: -0.42 -1.32 1.13  0.274

The value obtained for the HOMO energy is -8.851 eV. The SMILES is CCCNCO. The calculation puts the frontier orbital gap at 9.93 eV.

Run ii
Density functional theory data (wB97M-V/def2-TZVPD) for a 2-piece molecular cluster, C4H11NO overall.

Last column: Mulliken charge in e.
CARTESIAN COORDINATES (ANGSTROEM)
N: -2.07 1.12 0.30  -0.512
C: -1.52 -0.18 0.11  -0.461
C: -0.20 -0.39 1.18  -0.437
C: 0.15 1.07 1.53  -0.465
C: -1.00 1.98 1.04  -0.524
H: -2.79 0.95 1.09  0.329
H: -2.26 -0.97 0.37  0.263
H: -1.07 -0.45 -0.91  0.244
H: -0.32 -1.23 1.91  0.348
H: 0.79 -0.58 0.63  0.137
H: 0.21 1.30 2.58  0.250
H: 1.08 1.40 1.02  0.312
H: -1.71 2.47 1.86  0.202
H: -0.67 2.90 0.60  0.315
H: 3.51 -3.51 -5.16  0.339
H: 3.67 -2.63 -3.79  0.325
O: 4.19 -3.25 -4.33  -0.664

The value obtained for the HOMO energy is -9.103 eV. The SMILES is C1CCNC1.O. The calculation puts the frontier orbital gap at 9.83 eV.

Relative stability in hartree, measured from the most stable structure: run i 0.0000; run ii 0.0635

Run i
Density functional theory data (wB97M-V/def2-TZVPD) for a 2-piece molecular cluster, C4H11NO overall.

Last column: Mulliken charge in e.
CARTESIAN COORDINATES (ANGSTROEM)
C: 1.59 -1.88 1.19  -1.036
C: 1.59 -0.82 0.08  -0.481
C: 0.33 0.01 0.10  -0.378
C: 0.32 1.30 0.44  0.038
N: -0.80 2.13 0.50  -0.505
H: 1.95 -2.87 0.86  0.297
H: 0.57 -2.10 1.50  0.322
H: 2.18 -1.57 2.06  0.274
H: 2.44 -0.15 0.19  0.302
H: 1.66 -1.31 -0.89  0.288
H: -0.63 -0.42 -0.15  0.191
H: 1.27 1.73 0.70  0.297
H: -0.88 2.73 1.31  0.230
H: -1.69 1.70 0.29  0.171
H: -2.02 -0.83 -2.67  0.321
H: -2.13 0.11 -1.41  0.316
O: -2.61 -0.47 -2.01  -0.647

The value obtained for the HOMO energy is -8.273 eV. The SMILES is CC/C=C/N.O. The calculation puts the frontier orbital gap at 9.25 eV.

Run ii
Density functional theory data (wB97M-V/def2-TZVPD) for one molecule with the formula C4H11NO.

Last column: Mulliken charge in e.
CARTESIAN COORDINATES (ANGSTROEM)
C: -1.98 0.95 -0.13  -0.907
N: -0.97 1.11 0.87  -0.178
C: 0.36 0.58 0.69  -0.841
C: 0.55 -0.37 -0.48  0.353
C: 2.04 -0.62 -0.65  -1.482
O: -0.09 -1.64 -0.30  -0.548
H: -2.91 1.23 0.30  0.373
H: -1.85 1.59 -1.01  0.257
H: -2.08 -0.10 -0.42  0.303
H: -1.05 1.85 1.54  0.218
H: 0.82 0.12 1.58  0.320
H: 1.08 1.41 0.55  0.358
H: 0.14 0.11 -1.36  0.334
H: 2.24 -1.36 -1.42  0.357
H: 2.57 -0.98 0.24  0.317
H: 2.56 0.30 -0.95  0.386
H: -0.18 -1.78 0.64  0.381

The value obtained for the HOMO energy is -8.218 eV. The SMILES is CNC[C@@H](C)O. The calculation puts the frontier orbital gap at 9.23 eV.

Relative stability in hartree, measured from the most stable structure: run i 0.0000; run ii 0.0026

Run i
Density functional theory data (wB97M-V/def2-TZVPD) for C4H4N2OS as an isolated structure.

Last column: Mulliken charge in e.
CARTESIAN COORDINATES (ANGSTROEM)
C: 2.38 -1.46 -0.14  -0.760
C: 1.18 -0.72 0.17  0.508
C: -1.01 -0.06 -0.08  0.240
C: 0.99 0.88 0.17  0.508
H: 3.09 -0.36 -0.61  0.255
H: 2.31 -2.48 -0.73  0.308
H: 2.74 -1.70 1.06  0.240
H: -0.89 1.92 -0.41  0.339
N: -0.11 -1.12 0.05  -0.552
N: -0.36 1.08 0.03  -0.069
O: 1.82 1.83 -0.05  -0.597
S: -2.48 -0.22 -0.01  -0.420

The value obtained for the HOMO energy is -9.283 eV. The calculation puts the frontier orbital gap at 7.77 eV.

Run ii
Density functional theory data (wB97M-V/def2-TZVPD) for one molecule with the formula C4H4N2OS.

Last column: Mulliken charge in e.
CARTESIAN COORDINATES (ANGSTROEM)
C: -2.33 -0.04 0.16  -0.137
C: -0.87 -0.01 0.41  0.370
C: 1.62 -0.88 -0.14  -0.259
C: -0.23 1.18 -0.28  -0.054
H: -0.78 0.16 1.49  0.294
H: 2.00 -0.75 -1.16  0.287
H: 2.30 -1.61 0.32  0.325
H: -0.87 1.89 -0.84  0.437
N: -3.45 -0.09 -0.08  -0.377
N: 1.02 1.38 -0.28  -0.516
O: 1.69 0.34 0.53  -0.245
S: -0.09 -1.58 -0.14  -0.124

The value obtained for the HOMO energy is -9.705 eV. The SMILES is N#C[C@@H]1C=NOCS1. The calculation puts the frontier orbital gap at 10.04 eV.

Relative stability in hartree, measured from the most stable structure: run i 0.0263; run ii 0.0000

Run i
Density functional theory data (wB97M-V/def2-TZVPD) for a 2-piece molecular cluster, C4H4N2OS overall.

Last column: Mulliken charge in e.
CARTESIAN COORDINATES (ANGSTROEM)
C: -1.06 0.42 -1.74  -0.568
C: 1.10 -1.07 0.57  -0.057
C: -1.56 0.21 -0.66  0.163
C: 2.38 0.95 0.41  0.563
N: 1.56 0.18 0.83  -0.216
N: -2.24 -0.06 0.50  -0.485
O: 3.04 1.89 0.33  -0.354
S: 1.84 -2.09 -0.47  -0.230
H: -0.34 0.33 -2.49  0.402
H: 0.09 -1.35 1.19  0.257
H: -1.68 0.24 1.21  0.252
H: -3.12 0.35 0.31  0.272

The value obtained for the HOMO energy is -9.206 eV. The SMILES is O=C=NC=S.C#CN. The calculation puts the frontier orbital gap at 8.51 eV.

Run ii
Density functional theory data (wB97M-V/def2-TZVPD) for one molecule with the formula C4H4N2OS.

Last column: Mulliken charge in e.
CARTESIAN COORDINATES (ANGSTROEM)
C: 0.64 0.55 -0.72  0.056
C: -0.65 0.99 -0.25  -0.557
C: -1.50 -0.14 0.26  0.435
C: 0.47 -1.23 0.71  0.053
H: -1.19 1.51 -0.94  0.436
H: -0.42 1.41 0.79  0.262
H: 1.06 -2.03 1.22  0.350
H: 2.31 -0.70 -0.08  0.364
N: -0.76 -1.17 0.92  -0.489
N: 1.17 -0.59 -0.27  -0.195
O: -2.64 -0.21 0.06  -0.458
S: 1.52 1.62 -1.71  -0.257

The value obtained for the HOMO energy is -9.039 eV. The SMILES is O=C1CC(=S)NC=N1. The calculation puts the frontier orbital gap at 8.17 eV.

Relative stability in hartree, measured from the most stable structure: run i 0.0813; run ii 0.0000